Formula: C5H8N2O
Source: the OMol25 dataset
Level of theory: ωB97M-V/def2-TZVPD

Element x y z (Å)
C: 1.24379 1.04648 -0.63150
C: 0.41294 -0.12214 -0.08791
C: 0.41475 -1.40709 -0.35280
C: -1.28028 -1.38247 1.02798
C: -0.80414 -0.02587 0.75117
H: 1.15573 3.02915 -1.20698
H: -0.69343 2.14874 -0.94777
H: 1.38512 1.76463 0.32850
H: 2.23887 1.27240 -1.27721
H: 0.87602 -1.92266 -1.19290
H: -0.44353 -3.32412 0.73308
H: -1.62581 0.58733 0.17206
H: -0.89612 0.50361 1.79541
N: 0.48369 2.09962 -1.37719
N: -0.67320 -2.17691 0.12459
O: -1.79440 -2.09070 2.14148

Computed properties:
* HOMO energy: -8.817 eV
* energy relative to the best compared isomer or geometry (same formula, charge and spin): 645.4 kJ/mol
* electronic energy: -379.8424 Eh
* multiplicity: 1

Here are the Mulliken charges for atoms 1 to 4, given in e: number 1, C, carries -0.4181; number 2, C, carries 0.3266; number 3, C, carries -0.4030; number 4, C, carries 0.2975